No. 1
Density functional theory data (wB97M-V/def2-TZVPD) for 2 unconnected molecules or ions with the total composition C6H15NO at a distorted geometry.

```
! wB97M-V def2-TZVPD RIJCOSX def2/J DEFGRID3
* xyz 0 1
C 1.42779 -1.86628 -0.35715
C 0.13022 -2.40799 -0.94478
C -0.86521 -1.00605 -1.39963
N -1.89757 -1.14860 -0.58864
O -0.44846 -0.22757 -2.19730
H 1.25683 -1.45238 0.63736
H 1.82499 -1.07746 -0.99315
H 2.18079 -2.65173 -0.28409
H -0.22052 -3.27524 -0.35804
H 0.28967 -2.84263 -1.93087
H -1.22403 -2.06927 -0.17164
H -2.63838 -0.45334 -0.62448
C -0.36460 2.63387 -0.12141
C 0.63094 1.86380 0.74339
C -0.05399 1.09065 1.86886
H -0.93063 3.35122 0.47596
H -1.08144 1.95365 -0.58401
H 0.14302 3.17893 -0.91775
H 1.35372 2.56354 1.17362
H 1.18696 1.16679 0.11110
H 0.67314 0.57156 2.49631
H -0.63557 1.76025 2.50583
H -0.73769 0.34429 1.46053
*
```

Properties
Molecular weight ... 117.19 g mol⁻¹
E ... -367.5185 hartree
Energy above the lowest of the compared OMol25 structures with the same formula, charge and spin ... 70.8 kcal per mole
SMILES ... CCC(N)=O.CCC
LUMO ... 0.933 eV

***

No. 2
Density functional theory data (wB97M-V/def2-TZVPD) for 2 unconnected molecules or ions with the total composition C6H15NO at a distorted geometry.

```
! wB97M-V def2-TZVPD RIJCOSX def2/J DEFGRID3
* xyz 0 1
C 0.62464 0.76881 1.99152
C 0.82973 -0.38778 1.38218
C 0.93426 -1.74291 2.06993
C 1.28895 -0.36476 -0.09635
C 0.36865 -1.20793 -1.00977
C -0.96868 -0.46119 -1.26648
N -0.90563 0.35569 -2.45175
H 0.50297 1.66752 1.39633
H 0.31095 0.82536 3.02678
H 1.97434 -1.89856 2.37174
H 0.75206 -2.51137 1.32577
H 0.29305 -1.78659 2.94397
H 1.41214 0.65670 -0.43633
H 2.34357 -0.66147 -0.03759
H 0.06162 -2.04087 -0.37449
H 0.81067 -1.66687 -1.89117
H -1.67952 -1.26385 -1.49971
H -1.16732 -0.02731 -0.28204
H 0.00487 0.62361 -2.80150
H -1.44503 1.22016 -2.41866
O -2.26408 3.61106 -0.44490
H -2.46655 3.33883 -1.32307
H -1.61567 2.95371 -0.17441
*
```

Properties
Molecular weight ... 117.19 g mol⁻¹
E ... -367.5540 hartree
Energy above the lowest of the compared OMol25 structures with the same formula, charge and spin ... 48.5 kcal per mole
SMILES ... C=C(C)CCCN.O
LUMO ... 0.726 eV

***

No. 3
Density functional theory data (wB97M-V/def2-TZVPD) for a single C6H15NO molecule at a distorted geometry.

```
! wB97M-V def2-TZVPD RIJCOSX def2/J DEFGRID3
* xyz 0 1
C 0.53820 2.08179 -1.49322
C 0.76687 0.56154 -1.41096
C 2.17069 0.10707 -1.84238
C 0.37579 0.02813 -0.05428
N -1.02612 0.33820 0.23747
C -1.46766 -0.15469 1.54020
C -1.55786 -1.66822 1.72510
O -0.89792 -2.05772 2.95962
H 1.33742 2.53620 -2.08404
H 0.55091 2.55203 -0.51668
H -0.38111 2.33772 -2.01337
H 0.09699 0.08838 -2.12108
H 2.77272 -0.15578 -0.96315
H 2.74793 0.87561 -2.33156
H 2.12317 -0.80796 -2.42153
H 0.57652 -1.04655 0.07510
H 0.97413 0.47841 0.74646
H -1.60536 -0.09313 -0.48003
H -0.69295 0.15180 2.24708
H -2.38685 0.32214 1.86700
H -0.91786 -2.14458 0.98358
H -2.55476 -2.10290 1.69960
H -1.54289 -2.22752 3.65107
*
```

Properties
Molecular weight ... 117.19 g mol⁻¹
E ... -367.5698 hartree
Energy above the lowest of the compared OMol25 structures with the same formula, charge and spin ... 38.6 kcal per mole
SMILES ... CC(C)CNCCO
LUMO ... 0.967 eV

***

No. 4
Density functional theory data (wB97M-V/def2-TZVPD) for a single C6H15NO molecule at a distorted geometry.

```
! wB97M-V def2-TZVPD RIJCOSX def2/J DEFGRID3
* xyz 0 1
C -0.48732 -2.34621 0.75125
C 0.55741 -1.72740 -0.27959
N 0.44581 -0.22243 -0.08861
C 1.29252 0.33310 1.00254
C 0.50174 1.26440 1.91951
C 0.55231 0.43368 -1.39122
C -1.05542 0.93515 -1.65022
O -1.66154 1.38633 -0.51667
H -0.47819 -1.96471 1.70049
H -1.50689 -2.26254 0.28082
H -0.37538 -3.39524 0.96509
H 1.52275 -2.08800 -0.11646
H 0.15768 -1.99154 -1.25936
H 2.20919 0.90304 0.63545
H 1.56349 -0.57972 1.59638
H -0.59088 1.16328 1.99181
H 0.73880 2.25113 1.58447
H 0.90642 1.08806 2.89786
H 0.98372 1.50463 -1.35336
H 0.70849 -0.27768 -2.25090
H -1.60549 0.06344 -1.94338
H -0.95164 1.81004 -2.34242
H -1.27790 0.88576 0.25351
*
```

Properties
Molecular weight ... 117.19 g mol⁻¹
E ... -367.5147 hartree
Energy above the lowest of the compared OMol25 structures with the same formula, charge and spin ... 73.2 kcal per mole
SMILES ... CCN(CC)CCO
LUMO ... 1.049 eV

***

No. 5
Density functional theory data (wB97M-V/def2-TZVPD) for a molecular structure, C6H15NO2 at a distorted geometry.

```
! wB97M-V def2-TZVPD RIJCOSX def2/J DEFGRID3
* xyz 0 1
C 0.75626 0.21693 -1.52696
C -1.72340 0.25781 -1.00479
C -0.34978 0.76070 -0.58419
N 2.03485 0.69520 -1.04900
C -0.20288 2.12422 -0.31564
O 0.68270 -1.17301 -1.66594
H 0.63404 -1.57011 -0.74505
H 0.57759 0.63231 -2.52712
H 2.14230 0.48350 -0.06291
H 2.78660 0.25829 -1.57033
H -2.50623 0.70582 -0.39571
H -1.76242 -0.82623 -0.93032
H -1.91158 0.51906 -2.04510
H 0.56088 2.72640 -0.77602
H -0.81929 2.62569 0.41477
C 0.80498 -1.91155 1.18474
C -0.92861 0.02394 1.95704
O 0.06143 -0.13772 0.95619
H -1.75054 -0.68267 1.80151
H 1.25997 -1.71999 2.15495
H -0.11372 -2.49693 1.23480
H 1.57302 -2.43777 0.62891
H -1.34152 1.03084 1.93025
H -0.46466 -0.10471 2.93591
*
```

Properties
Molecular weight ... 133.19 g mol⁻¹
E ... -442.6346 hartree
Energy above the lowest of the compared OMol25 structures with the same formula, charge and spin ... 154.7 kcal per mole
LUMO (spin up / spin down) ... 0.124 / -0.523 eV

***

No. 6
Density functional theory data (wB97M-V/def2-TZVPD) for 2 unconnected molecules or ions with the total composition C6H15NO3 at a distorted geometry.

```
! wB97M-V def2-TZVPD RIJCOSX def2/J DEFGRID3
* xyz 0 1
C 3.48652 0.94264 0.88925
O 2.38439 1.12065 -0.07834
C 2.33845 0.00679 -1.04175
C 1.66598 -1.38550 -0.40791
N 0.15209 -1.34044 -0.33848
C -0.35032 -0.44097 0.77703
C -1.24290 0.88921 -0.00682
C -2.68781 0.38238 -0.82528
O -1.29354 0.84018 -1.56834
H 3.31476 1.72686 1.75245
H 3.48580 -0.14340 1.37244
H 4.53337 1.20950 0.38758
H 1.68232 0.38232 -1.96271
H 3.44919 -0.19976 -1.41554
H 2.17731 -1.71002 0.60550
H 1.94606 -2.23161 -1.20210
H -0.24070 -2.29506 -0.09609
H -1.17968 -0.94881 1.45722
H 0.49468 0.07304 1.40585
H -1.26654 1.99696 0.58136
H -2.69647 -0.73253 -0.47312
H -3.31324 1.27331 -0.39650
O -5.31250 0.41733 0.33000
H -5.92076 -0.13777 0.84073
H -5.60646 0.30471 -0.58645
*
```

Properties
Molecular weight ... 149.19 g mol⁻¹
E ... -517.8019 hartree
Energy above the lowest of the compared OMol25 structures with the same formula, charge and spin ... 199.8 kcal per mole
SMILES ... COCCNC[C@@H]1CO1.O
LUMO ... 0.737 eV